Entry 1:
DFT (ωB97M-V with the def2-TZVPD basis set) results for C6H12ClOP as an isolated structure at a distorted geometry.

2S+1: 1
Maximum force (hartree/bohr): 0.086
Kohn-Sham gap (eV): 9.731
Energy relative to the best compared isomer or geometry (same formula, charge and spin) (eV): 1.013
HOMO energy (eV): -8.805
Electronic energy (eV): -30274.5204

Last column: Mulliken charge in e.
Cartesian coordinates (Å):
C (-0.6144, -0.0028, -0.3441)  -0.1402
C (0.0684, -1.3138, 0.1350)  0.4195
C (0.8393, 1.3953, -0.0963)  -0.1024
C (-0.9585, 0.0174, -1.8384)  -1.3096
C (-0.8481, -2.2207, 0.9989)  -1.2853
C (0.3612, 2.3138, 1.0288)  -1.3159
O (1.2092, -0.9681, 0.9675)  -0.2986
P (2.1929, 0.2324, 0.6035)  0.0820
Cl (2.8600, -0.2463, -1.2868)  -0.2827
H (-1.1910, 0.4486, 0.4838)  0.4614
H (0.4046, -1.8761, -0.7461)  0.2765
H (1.0182, 1.9305, -1.0695)  0.4764
H (0.1186, 0.0997, -2.2863)  0.2609
H (-1.5289, 1.0257, -1.9579)  0.2930
H (-1.4015, -0.8676, -2.1895)  0.4252
H (-0.2757, -2.6504, 1.8106)  0.3627
H (-1.2410, -3.1191, 0.3852)  0.2710
H (-1.7369, -1.8284, 1.4195)  0.3363
H (0.4626, 1.7984, 1.9612)  0.4409
H (-0.7022, 2.5399, 1.0003)  0.3361
H (0.9633, 3.2918, 1.0205)  0.2926

***

Entry 2:
DFT (ωB97M-V with the def2-TZVPD basis set) results for C6H12CoN2PS as an isolated structure at a distorted geometry.

2S+1: 5
Maximum force (hartree/bohr): 0.060
Kohn-Sham gap (spin up / spin down) (eV): 4.480 / 6.141
Energy relative to the best compared isomer or geometry (same formula, charge and spin) (eV): 1.470
HOMO energy (spin up / spin down) (eV): -4.015 / -7.723
Electronic energy (eV): -67142.1699

Last column: Löwdin spin population.
Cartesian coordinates (Å):
C (-0.4320, 2.1287, -1.6561)  0.1962
C (-0.8014, 1.0026, -2.4524)  0.0928
C (-2.0718, 0.5400, -1.9856)  0.3506
C (-2.6339, 1.5536, -1.1554)  0.0068
C (-1.5665, 2.4440, -0.8003)  0.3139
Co (0.5573, 0.1165, 2.2782)  2.3268
P (2.2455, 1.1877, 1.4015)  0.1621
H (0.5243, 2.6227, -1.6581)  0.0094
H (-0.2272, 0.5528, -3.2579)  0.0001
H (-2.5434, -0.4012, -2.2537)  0.0197
H (-1.5949, 3.2123, -0.0312)  0.0159
H (-3.6323, 1.5356, -0.7248)  -0.0059
H (2.6805, 2.4012, 2.0498)  0.0087
H (2.0699, 1.6936, 0.0766)  0.0412
H (3.5052, 0.5272, 1.1990)  0.0060
N (1.3007, -2.3409, 1.9082)  0.0986
C (0.1775, -2.3556, 1.1864)  0.0808
N (-0.0074, -3.4116, 0.3462)  0.0327
S (-0.9788, -1.1172, 1.3647)  0.1018
H (1.9214, -3.1436, 1.9072)  0.0112
H (1.4278, -1.6280, 2.6338)  0.1249
H (-0.7523, -3.2991, -0.3277)  0.0026
H (0.8317, -3.8213, -0.0482)  0.0030

***

Entry 3:
DFT (ωB97M-V with the def2-TZVPD basis set) results for C6H12F5NaO3S as an isolated structure at a distorted geometry.

2S+1: 1
Maximum force (hartree/bohr): 0.036
Kohn-Sham gap (eV): 6.343
Total charge: -2
Energy relative to the best compared isomer or geometry (same formula, charge and spin) (eV): 0.000
HOMO energy (eV): -1.840
Electronic energy (eV): -41399.2715

Last column: Mulliken charge in e.
Cartesian coordinates (Å):
Na (-9.8381, 6.7569, 32.7519)  0.7721
F (-12.0990, 6.8012, 33.3923)  -0.9298
F (-8.3430, 6.7549, 34.5155)  -0.9713
C (-8.8097, 7.3021, 29.8251)  0.0526
O (-8.6744, 8.3613, 30.8130)  -0.2284
O (-9.5340, 6.3482, 30.2933)  -0.9139
C (-9.2883, 7.9729, 28.4987)  0.7930
F (-10.0157, 7.1212, 27.7377)  -0.2884
F (-10.0390, 9.0840, 28.6366)  -0.2771
F (-8.2144, 8.3171, 27.7091)  -0.3141
C (-7.5018, 9.1465, 30.8267)  -0.2307
C (-7.8653, 10.5167, 31.3710)  -0.7853
H (-8.6642, 10.4191, 32.1012)  -0.1002
H (-7.0334, 11.1562, 31.6673)  0.3955
H (-8.3373, 11.0844, 30.5519)  0.2847
H (-7.0288, 9.2266, 29.8415)  0.3148
H (-6.7925, 8.6507, 31.5072)  0.3116
H (-7.7912, 6.8793, 29.6160)  0.1728
C (-10.8524, 9.8466, 33.9324)  -0.8586
S (-12.2142, 10.2668, 35.0281)  0.3926
O (-13.5367, 10.0174, 34.4170)  -0.6290
C (-11.8652, 8.9345, 36.1842)  -0.9128
H (-10.4284, 10.7638, 33.5216)  0.3069
H (-11.1211, 9.1332, 33.1628)  0.3061
H (-10.0458, 9.3931, 34.5155)  0.3663
H (-12.6573, 8.8682, 36.9240)  0.3444
H (-10.9114, 9.2124, 36.6423)  0.3364
H (-11.7167, 7.9975, 35.6395)  0.2901

***

Entry 4:
DFT (ωB97M-V with the def2-TZVPD basis set) results for an isolated ion of composition C6H12FN4 and charge +1 at a distorted geometry.

2S+1: 1
SMILES: CC1=N[C@H](N)NC(=[NH2+])[C@]1(C)F
Maximum force (hartree/bohr): 0.098
Kohn-Sham gap (eV): 10.138
Total charge: +1
Energy relative to the best compared isomer or geometry (same formula, charge and spin) (eV): 0.000
HOMO energy (eV): -13.388
Electronic energy (eV): -15087.1925

Last column: Mulliken charge in e.
Cartesian coordinates (Å):
C (0.9950, 2.1759, 1.0431)  -1.4799
C (0.2333, 1.1498, 0.3317)  0.6264
N (-0.9909, 1.0641, 0.1630)  -0.5770
C (-1.8281, 0.0920, -0.3610)  -0.0999
N (-3.0379, 0.0895, 0.1892)  -0.4208
N (-1.0025, -1.2585, -0.1179)  -0.3004
C (0.2659, -1.2201, 0.2370)  0.0539
N (0.8994, -2.1008, 0.8916)  -0.2908
C (0.9894, 0.0001, -0.2908)  1.3516
C (1.2802, -0.0054, -1.8439)  -1.4294
F (2.2049, -0.0761, 0.3957)  -0.4221
H (1.9844, 2.1006, 0.7853)  0.4524
H (1.0732, 1.9543, 2.0580)  0.3686
H (0.6088, 3.1990, 0.9283)  0.3618
H (-1.8808, -0.0685, -1.4844)  0.3631
H (-2.9772, 0.1712, 1.1735)  0.2326
H (-3.7897, -0.3369, -0.2493)  0.2458
H (-1.6420, -1.9186, 0.3256)  0.2956
H (1.9763, -2.0996, 1.0623)  0.3001
H (0.3700, -2.8560, 1.3082)  0.2512
H (1.3095, -1.0680, -2.1615)  0.3342
H (2.3360, 0.2866, -2.0150)  0.4213
H (0.6228, 0.7253, -2.3688)  0.3614

***

Entry 5:
DFT (ωB97M-V with the def2-TZVPD basis set) results for C6H12HgO10 as an isolated structure at a distorted geometry.

2S+1: 1
Maximum force (hartree/bohr): 0.183
Kohn-Sham gap (eV): 2.754
Total charge: -2
Energy relative to the best compared isomer or geometry (same formula, charge and spin) (eV): 4.480
HOMO energy (eV): 1.023
Electronic energy (eV): -31056.8406

Last column: Mulliken charge in e.
Cartesian coordinates (Å):
Hg (-0.2624, 15.1663, -18.1932)  0.0885
C (0.3788, 19.0557, -18.4366)  0.7350
O (-0.4275, 18.5117, -19.1121)  -0.4814
O (-0.0155, 19.9738, -17.6938)  -0.6747
O (1.1611, 18.2236, -18.0282)  -0.5522
C (-4.1514, 15.7804, -17.6377)  0.7391
O (-3.6048, 14.8753, -18.2210)  -0.5797
O (-5.0270, 16.5220, -18.1339)  -0.6764
O (-3.3587, 16.3617, -16.9029)  -0.5185
C (2.6087, 14.3604, -21.6990)  -0.3966
C (1.2867, 14.9996, -22.2010)  -0.4757
O (0.1194, 14.5855, -21.5154)  -0.4769
O (2.5360, 14.4226, -20.2562)  -0.4559
H (3.5008, 14.8694, -22.0638)  0.2802
H (2.7297, 13.3307, -22.0355)  0.2989
H (0.9878, 14.9977, -23.2492)  0.3939
H (1.3633, 16.0728, -22.0264)  0.2569
H (-0.6605, 14.7065, -22.0620)  0.2789
H (3.2886, 13.9494, -19.8938)  0.2446
C (0.2987, 11.6161, -15.6253)  -0.4523
C (-0.0615, 12.7875, -14.7000)  -0.4666
O (0.6398, 13.9717, -15.0909)  -0.4969
O (0.0086, 11.9935, -16.9796)  -0.4266
H (-0.3669, 10.7868, -15.3859)  0.2933
H (1.3055, 11.2486, -15.4268)  0.3243
H (0.2483, 12.5546, -13.6813)  0.3284
H (-1.1315, 12.9908, -14.6570)  0.3265
H (0.4255, 14.6795, -14.4788)  0.2939
H (0.3369, 11.2631, -17.5090)  0.2481

***

Entry 6:
DFT (ωB97M-V with the def2-TZVPD basis set) results for C6H12I3N2O as an isolated structure at a distorted geometry.

2S+1: 1
Maximum force (hartree/bohr): 0.089
Kohn-Sham gap (eV): 6.092
Total charge: +1
Energy relative to the best compared isomer or geometry (same formula, charge and spin) (eV): 1.594
HOMO energy (eV): -12.391
Electronic energy (eV): -35735.6762

Last column: Mulliken charge in e.
Cartesian coordinates (Å):
C (0.4514, -1.1732, 1.8718)  -0.5579
C (-0.7160, -0.7577, -0.3676)  -0.3705
C (0.1189, -2.6220, 1.8800)  -0.2530
C (0.7162, 2.9200, -0.0884)  -0.6637
C (-0.2112, 0.3531, -1.3452)  -0.6061
C (-0.9260, 1.6160, -1.1807)  -0.7315
N (-0.4008, -0.4123, 1.0581)  -0.0904
N (-0.0410, -1.9755, -0.8171)  -0.3675
O (-0.5721, 2.2751, -0.0383)  -0.4350
I (2.6385, -0.9086, 1.4549)  0.1283
I (-1.7144, -3.3398, 1.5980)  0.4213
I (1.3558, -4.1901, 2.3645)  0.4217
H (0.5179, -0.7281, 2.9659)  0.6142
H (-1.7308, -0.6748, -0.5276)  0.4420
H (1.6227, 2.3045, 0.0521)  0.2193
H (0.6106, 3.7353, 0.6877)  0.2404
H (0.9383, 3.3274, -1.1142)  0.3546
H (-0.3463, -0.0866, -2.3926)  0.3334
H (0.9906, 0.3932, -1.2715)  0.2888
H (-0.8061, 2.2146, -2.1087)  0.3725
H (-2.0505, 1.4815, -1.1267)  0.3441
H (-0.4388, 0.5950, 1.1433)  0.3296
H (-0.7859, -2.5901, -1.2207)  0.2822
H (0.7792, -1.7571, -1.4771)  0.2833